{
  "formula": "C33H72N5O8PS2",
  "method": "the ωB97M-V functional and the def2-TZVPD basis",
  "elements": ["C", "C", "C", "C", "C", "C", "C", "C", "C", "C", "C", "C", "C", "N", "O", "S", "O", "O", "O", "C", "S", "P", "C", "C", "C", "H", "H", "H", "H", "H", "H", "H", "H", "H", "H", "H", "H", "H", "H", "H", "H", "H", "H", "H", "H", "H", "H", "H", "H", "H", "H", "H", "H", "C", "C", "C", "O", "C", "N", "H", "H", "H", "H", "H", "H", "H", "H", "H", "H", "H", "C", "C", "C", "O", "C", "N", "H", "H", "H", "H", "H", "H", "H", "H", "H", "H", "H", "C", "C", "C", "O", "C", "N", "H", "H", "H", "H", "H", "H", "H", "H", "H", "H", "H", "C", "C", "C", "O", "C", "N", "H", "H", "H", "H", "H", "H", "H", "H", "H", "H", "H"],
  "coordinates": [[4.56998, 0.23858, 2.34043], [5.80001, -0.82116, 2.40240], [7.22964, -0.13213, 2.12757], [7.70785, -0.31475, 0.60234], [7.90764, -1.85718, 0.20745], [7.04741, -2.29940, -1.10063], [7.56812, -1.54932, -2.41050], [6.47936, -1.28509, -3.55510], [6.64994, 0.25396, -4.04750], [6.39327, 1.29529, -2.99128], [6.57254, 2.77585, -3.33062], [7.02041, 2.95514, -4.78432], [7.17563, 1.74451, -5.66884], [7.01689, 0.36328, -5.40590], [6.98457, -2.15596, -4.65241], [6.29302, -3.66077, -4.24816], [7.20108, -4.55738, -3.45732], [5.96024, -4.51288, -5.45798], [4.96581, -3.25460, -3.23989], [4.96633, -1.79474, -3.40476], [4.35713, -1.68348, -5.21030], [3.65559, -0.73394, -2.54149], [2.00309, -1.26459, -3.36749], [3.41045, -1.19219, -0.72944], [3.03336, -2.73025, -0.44838], [3.62672, -0.34891, 2.09917], [4.47618, 0.74177, 3.35385], [4.73324, 0.97114, 1.48055], [5.56887, -1.62647, 1.61095], [5.80706, -1.23706, 3.46448], [7.07402, 0.99653, 2.31194], [8.02102, -0.45503, 2.88683], [8.70616, 0.25020, 0.48687], [6.93354, 0.18424, -0.06842], [9.00322, -2.06508, -0.01310], [7.54242, -2.48924, 1.09931], [5.95980, -2.10828, -0.82506], [7.16418, -3.44449, -1.14289], [8.39905, -2.21006, -2.85572], [8.11052, -0.59127, -2.07586], [6.06999, 0.98896, -1.94735], [6.44162, 3.65083, -2.62620], [7.23176, 3.99496, -5.19105], [7.47917, 1.96920, -6.75520], [4.27435, -0.29294, -5.38945], [2.07091, -2.38741, -3.62189], [1.14036, -1.19615, -2.60507], [1.79520, -0.66850, -4.31597], [4.32050, -0.84433, -0.11322], [2.53589, -0.55441, -0.32953], [2.69050, -3.31473, -1.35821], [3.94546, -3.22113, 0.05871], [2.22440, -2.71614, 0.37263], [-3.81361, -3.37361, 0.10932], [-2.90579, -2.14721, 0.12820], [-1.49721, -2.41165, -0.44006], [-0.63162, -3.12364, 0.43743], [-0.82237, -4.52887, 0.44098], [-2.84443, -1.62093, 1.49800], [-3.57442, -4.08393, 0.90274], [-4.85523, -3.07621, 0.25311], [-3.74626, -3.89608, -0.84946], [-3.37655, -1.38765, -0.50759], [-1.01358, -1.44279, -0.60502], [-1.54358, -2.90393, -1.42022], [-1.10354, -4.90887, -0.54547], [-1.57413, -4.80402, 1.18375], [0.11832, -4.99747, 0.73787], [-2.32136, -0.74682, 1.48840], [-2.25043, -2.25079, 2.03747], [-4.47806, 3.23875, 4.12578], [-3.24495, 2.56376, 4.72008], [-1.91305, 3.12288, 4.18092], [-1.57776, 2.68439, 2.86787], [-2.22306, 3.39713, 1.82589], [-3.34605, 1.11414, 4.50689], [-4.69205, 2.90098, 3.10985], [-5.36113, 3.01318, 4.72692], [-4.35831, 4.32585, 4.10681], [-3.26376, 2.75131, 5.80029], [-1.10783, 2.75545, 4.82578], [-1.88180, 4.21827, 4.24200], [-2.36515, 4.45253, 2.07551], [-3.18109, 2.92972, 1.58814], [-1.59654, 3.33339, 0.93352], [-2.57476, 0.65867, 4.99143], [-3.14780, 0.93922, 3.52167], [-10.38998, 4.86909, 6.16930], [-9.15666, 4.19386, 6.76246], [-7.82538, 4.75135, 6.22053], [-7.49254, 4.31127, 4.90844], [-8.13890, 5.02345, 3.86682], [-9.25982, 2.74376, 6.55171], [-10.60572, 4.52993, 5.15453], [-11.27250, 4.64424, 6.77328], [-10.26950, 5.95594, 6.14843], [-9.17337, 4.38287, 7.84231], [-7.01955, 4.38396, 6.86481], [-7.79306, 5.84678, 6.28024], [-8.28000, 6.07925, 4.11555], [-9.09734, 4.55626, 3.63075], [-7.51385, 4.95807, 2.97363], [-8.48873, 2.28757, 7.03564], [-9.06400, 2.56657, 5.56639], [-5.26474, -2.00855, -4.85101], [-4.35292, -0.78501, -4.83190], [-2.94566, -1.05296, -5.40143], [-2.08250, -1.76837, -4.52437], [-2.27698, -3.17292, -4.52157], [-4.28865, -0.26015, -3.46121], [-5.02706, -2.72039, -4.05827], [-6.30533, -1.70807, -4.70599], [-5.19993, -2.53025, -5.80998], [-4.82153, -0.02361, -5.46639], [-2.45907, -0.08583, -5.56554], [-2.99418, -1.54412, -6.38151], [-2.55824, -3.55217, -5.50804], [-3.03117, -3.44426, -3.77910], [-1.33824, -3.64499, -4.22347], [-3.76331, 0.61218, -3.46978], [-3.69619, -0.89285, -2.92306]],
  "atomic_forces_ev_per_a": [[0.7, -0.9, -0.3], [-0.3, 0.7, 0.0], [-0.6, 0.7, -0.3], [0.5, 0.0, 0.8], [-0.7, 0.2, -0.4], [0.6, -0.4, 1.6], [0.4, -0.5, 1.4], [1.7, 1.1, 0.2], [-0.6, -0.5, 0.4], [0.8, 1.9, -2.2], [1.0, -3.7, -3.4], [-0.8, -2.4, 1.8], [0.1, 1.0, -0.1], [-0.8, 4.7, 4.1], [-2.1, -2.2, 1.7], [2.7, -7.2, -2.0], [-1.9, 3.7, -0.5], [-0.4, 4.2, 2.7], [2.7, 1.6, -1.8], [-0.7, 0.7, -1.2], [-0.8, 1.5, -0.1], [-0.7, 0.6, 0.2], [-0.3, -1.5, 0.5], [-0.4, -0.6, 0.6], [0.5, 0.5, 1.6], [1.0, 0.9, 0.5], [0.0, -0.3, -1.5], [-0.2, -0.7, 1.3], [0.6, 0.9, 1.4], [-0.1, 0.1, -1.6], [0.4, -1.6, -0.2], [-1.0, 0.1, -1.2], [-1.6, -0.7, 0.0], [0.9, -0.6, 0.8], [-1.3, 0.1, 0.5], [0.8, 0.8, -1.4], [1.2, 0.0, -0.7], [-0.3, 1.8, -0.4], [-1.4, 1.1, 0.5], [-1.2, -1.2, -0.7], [0.5, 0.3, -1.7], [0.1, -1.4, -0.9], [-0.3, -1.7, 0.5], [-0.5, -0.4, 1.8], [0.2, -1.4, 0.4], [-0.2, 1.8, 0.1], [1.4, 0.3, -1.1], [0.3, -0.8, 1.5], [-1.3, -0.6, -1.1], [1.3, -0.7, -1.0], [0.5, 0.8, 1.2], [-1.4, 0.4, -1.1], [1.0, -0.3, -1.5], [-0.2, 0.0, -0.1], [0.1, -0.3, 0.2], [0.0, 0.3, 0.0], [-0.1, 0.0, -0.4], [0.2, 0.1, 0.3], [0.3, 0.1, -0.1], [0.1, 0.1, 0.0], [0.1, 0.0, 0.0], [0.0, 0.0, 0.0], [0.1, 0.0, 0.0], [0.0, -0.1, 0.1], [-0.1, -0.1, 0.0], [-0.1, 0.0, 0.0], [-0.1, -0.2, -0.1], [0.0, 0.1, -0.1], [-0.1, 0.0, 0.0], [-0.2, 0.0, 0.0], [-0.1, 0.1, 0.2], [0.0, 0.0, -0.5], [0.1, -0.2, 0.2], [-0.1, 0.4, 0.2], [0.1, -0.3, -0.1], [0.3, 0.1, 0.0], [0.1, 0.0, 0.0], [0.1, 0.0, -0.1], [0.0, 0.0, 0.0], [0.1, 0.0, -0.1], [0.0, -0.1, -0.1], [-0.1, 0.0, -0.1], [-0.1, 0.0, 0.1], [-0.1, 0.2, 0.0], [0.1, 0.0, 0.1], [-0.1, 0.0, 0.1], [-0.2, 0.0, 0.1], [-0.2, 0.1, 0.1], [0.0, -0.1, -0.4], [0.1, -0.2, 0.2], [-0.1, 0.4, 0.3], [0.1, -0.3, -0.1], [0.3, 0.1, 0.0], [0.1, 0.0, 0.1], [0.1, 0.0, 0.0], [0.0, -0.1, 0.0], [0.1, 0.0, -0.1], [0.0, -0.1, -0.1], [-0.1, 0.0, -0.1], [-0.1, 0.0, 0.1], [-0.1, 0.2, 0.0], [0.1, 0.0, 0.1], [-0.1, 0.0, 0.0], [-0.1, 0.0, 0.1], [-0.2, 0.0, -0.1], [0.1, -0.3, 0.2], [0.0, 0.3, 0.0], [-0.1, 0.0, -0.3], [0.2, 0.1, 0.3], [0.3, 0.1, -0.1], [0.1, 0.1, 0.0], [0.1, 0.0, 0.0], [0.0, 0.0, 0.1], [0.1, 0.0, 0.0], [0.0, -0.1, 0.1], [-0.1, -0.1, 0.1], [-0.1, 0.0, 0.0], [-0.1, -0.2, -0.1], [0.0, 0.1, -0.1], [-0.2, 0.0, 0.0], [-0.2, 0.0, 0.0]],
  "lowdin_charge": [-0.13, -0.24, -0.22, -0.21, -0.19, -0.18, -0.10, -0.41, -0.21, -0.03, -0.01, -0.06, -0.12, 0.10, -0.26, 0.78, -0.30, -0.30, -0.25, -0.78, 0.82, 0.95, -0.33, -0.43, -0.15, 0.06, 0.08, 0.07, 0.08, 0.11, 0.11, 0.11, 0.11, 0.08, 0.11, 0.11, 0.08, 0.12, 0.14, 0.12, 0.08, 0.10, 0.09, 0.11, -0.06, 0.04, 0.05, 0.03, 0.03, 0.09, 0.07, 0.07, 0.07, -0.07, -0.43, -0.20, -0.20, -0.10, 0.05, 0.07, 0.08, 0.07, 0.13, 0.12, 0.11, 0.09, 0.08, 0.09, 0.07, 0.07, -0.07, -0.43, -0.20, -0.20, -0.11, 0.04, 0.07, 0.06, 0.08, 0.13, 0.12, 0.12, 0.09, 0.07, 0.08, 0.07, 0.06, -0.08, -0.43, -0.20, -0.22, -0.10, 0.04, 0.06, 0.08, 0.08, 0.13, 0.12, 0.12, 0.09, 0.08, 0.09, 0.07, 0.07, -0.07, -0.43, -0.20, -0.20, -0.11, 0.04, 0.06, 0.08, 0.08, 0.14, 0.12, 0.12, 0.09, 0.07, 0.09, 0.07, 0.05],
  "total_charge": 0,
  "energy_ha": -3313.62226,
  "lumo_ev": -0.07
}